[1]
Formula: C32H38Cl3F4N4O2S3SiTi
Source: the OMol25 dataset
Level of theory: the ωB97M-V functional and the def2-TZVPD basis

Element x y z (Å)
C  1.28649  0.04256  4.52938
S  -2.87125  1.90236  5.29917
C  -0.13836  3.63879  0.28893
Cl  1.29852  -3.07966  -6.61709
H  -2.33452  2.85284  -1.29973
F  1.68686  6.75616  0.31667
C  2.00176  4.89582  -1.07035
H  3.27581  -1.92980  -3.87090
C  -0.53110  -1.01889  -1.19032
H  3.89813  -3.77855  0.68092
H  0.22865  0.00452  4.80682
C  -0.43351  3.32306  4.30220
C  0.78221  -3.79747  -2.81161
H  2.10666  -1.41459  -2.66736
Cl  2.91049  -5.72205  2.50246
H  -5.31107  1.09684  -0.14668
C  -0.53330  -2.95308  -2.80555
H  -2.87080  1.28788  -1.91854
H  -1.36235  -3.61195  -3.03510
H  1.11210  -2.86884  3.05770
F  0.11656  1.79408  -1.11609
H  -1.15805  4.13108  4.23383
C  2.21114  -1.90904  -3.64118
H  -2.32497  -3.64685  -0.74337
N  -0.91551  -2.23979  -1.57198
H  3.01910  -3.00172  -1.48561
C  -4.36874  0.61784  0.13642
Ti  -1.05114  1.05686  1.09910
C  1.22280  0.29974  -4.53215
H  0.18026  -0.42619  -1.73828
F  -0.31481  5.56481  1.63256
C  1.59972  3.62336  -1.41504
H  3.56739  -1.04984  1.41005
H  0.50538  3.61283  3.84000
H  1.82081  -0.66342  5.17372
H  -0.39719  -2.01280  2.74320
H  3.94785  0.19826  2.60630
F  2.20957  2.95542  -2.39655
H  3.76751  -1.48687  3.11772
H  -4.46212  3.25122  0.69187
N  -3.26704  1.59137  0.12750
C  1.13946  -5.72596  0.47527
H  -2.39243  4.00949  2.26375
H  0.70375  -2.40126  1.40230
C  2.29981  -5.17032  0.98477
C  0.55290  3.03316  -0.75167
C  -2.00554  -1.70005  0.25551
C  1.51381  -1.08752  -4.70085
C  -1.97741  1.50871  4.00896
Cl  -0.72570  -6.09514  -1.40939
C  0.95920  0.87306  1.52438
C  1.12451  -1.51963  -5.93664
C  -3.12176  2.10750  -1.24609
N  -1.16589  2.93294  0.89046
H  -2.64576  -1.69734  1.11786
H  -3.87622  2.24510  2.00757
Si  1.54652  -0.45594  2.74468
C  2.46368  -3.73852  -0.91983
O  1.85373  -3.27835  -3.57957
S  0.37909  -0.27627  -6.86315
C  0.27613  4.92682  0.61862
H  1.48253  0.67433  0.57853
H  -4.16134  -0.17846  -0.57727
C  -2.40044  3.64124  1.24068
N  -1.16035  -0.64760  -0.07575
H  2.82286  5.38438  -1.57729
H  -0.28965  3.06485  5.34676
C  1.32103  5.53302  -0.05226
S  -2.28606  0.16104  2.94381
H  -0.46777  -2.22276  -3.60432
C  -1.84654  -2.68704  -0.65456
H  1.66755  1.04536  4.74955
H  -2.50820  4.51026  0.59128
C  0.61482  0.85984  -5.60948
H  0.63795  -6.52911  0.99916
C  0.65073  -2.08102  2.44932
C  -3.59752  2.69032  1.05644
O  -0.88642  2.16955  3.56598
C  0.65223  -5.26635  -0.73744
H  0.53010  -4.70878  -3.35116
H  -4.05524  2.56538  -1.58714
H  0.30860  1.88859  -5.74451
H  1.30138  1.85101  1.88288
H  -4.47926  0.19102  1.13096
C  3.37689  -0.72092  2.43839
C  2.97649  -4.18701  0.28546
C  1.27968  -4.24284  -1.44635
H  1.50415  0.86497  -3.65173

Computed properties:
- Highest occupied orbital energy: -11.20 eV
- Energy: -5725.0937 hartree
- Energy relative to the best compared isomer or geometry (same formula, charge and spin): 78.44 kJ/mol
- Charge: +1

[2]
Formula: C10H14N3
Source: the OMol25 dataset
Level of theory: the ωB97M-V functional and the def2-TZVPD basis

Element x y z (Å)
N  -0.58983  -0.24778  2.07631
H  0.64736  -2.58073  -3.32749
N  -1.74159  -1.19579  -1.59498
N  0.25690  -0.08252  -1.13194
C  -2.06175  1.03367  0.58822
H  0.57411  2.06072  2.46827
C  -0.97983  -0.31940  -1.03467
H  3.14682  -1.16045  -2.57422
H  2.64013  0.58410  -0.21186
H  -2.85211  0.28468  0.67020
H  -0.80733  -0.27758  4.22664
C  3.08197  0.17354  -1.14308
C  -1.16211  1.05193  1.78369
C  0.27164  -1.77061  -2.68753
C  0.12809  2.00061  1.47801
H  -0.32616  2.92724  1.16339
C  -1.07171  -1.96868  -2.42325
C  0.99513  -0.82120  -1.89119
H  -1.39581  0.47573  -0.25151
H  -2.28476  2.04570  0.31124
H  0.09472  -1.65786  3.27073
H  0.62046  1.47029  0.66839
H  -1.59904  1.59591  2.56841
H  -1.63148  -2.59859  -3.16531
C  -0.48936  -0.73971  3.22149
C  2.39081  -0.66415  -1.94714
H  4.14473  0.38092  -1.11082

Computed properties:
- Highest occupied orbital energy: -13.25 eV
- Energy: -553.2648 hartree
- Energy relative to the best compared isomer or geometry (same formula, charge and spin): 609.17 kJ/mol
- Charge: +1

[3]
Formula: C3H9NO
Source: the OMol25 dataset
Level of theory: the ωB97M-V functional and the def2-TZVPD basis

Element x y z (Å)
O  4.96518  1.94212  -1.03952
H  -2.99735  -1.37836  0.75222
H  0.32554  -0.68077  -0.86864
C  -1.13994  0.90135  0.52754
H  -1.59138  1.35136  1.40104
H  -0.74145  1.60522  -0.20940
C  -1.23178  -0.37690  0.21935
H  4.19531  1.40039  -1.17343
H  -1.00080  -0.85283  -1.79555
N  -0.60559  -1.07874  -0.88865
H  5.51090  1.44022  -1.65713
H  -2.19955  -0.77343  2.14663
H  -1.49520  -2.22542  1.38819
C  -1.99388  -1.27420  1.19736

Computed properties:
- Highest occupied orbital energy: -9.49 eV
- Energy: -249.6539 hartree
- Energy relative to the best compared isomer or geometry (same formula, charge and spin): 157.01 kJ/mol
- SMILES: C=C(C)N.O

[4]
Formula: BrIO6PPbV
Source: the OMol25 dataset
Level of theory: the ωB97M-V functional and the def2-TZVPD basis

Element x y z (Å)
O  -2.86935  4.78221  24.71578
O  -4.45878  2.70301  25.16485
I  1.12036  -1.36175  27.12992
O  -2.34543  2.91438  26.25004
O  -1.60988  0.76817  28.01319
P  -3.51154  3.78239  25.71170
Br  -1.85909  -1.66046  30.59922
O  -3.90053  4.73498  26.85701
O  0.48124  1.14253  29.79316
Pb  -2.88548  0.83641  25.41977
V  -0.49336  0.11836  29.10082

Computed properties:
- 2S+1: 2
- Highest occupied orbital energy (spin up / spin down): 2.45 / 2.45 eV
- Energy: -4801.4910 hartree
- <S²>: 0.761
- Charge: -3

[5]
Formula: CH17N3O6
Source: the OMol25 dataset
Level of theory: the ωB97M-V functional and the def2-TZVPD basis

Element x y z (Å)
H  -1.03325  1.87750  -2.90228
O  -1.43087  -2.78482  -0.90600
H  -2.45453  1.52750  -2.35159
H  0.40469  3.19378  1.97352
H  -1.53173  -3.14848  -1.78830
H  -2.86928  -1.65693  0.32399
H  0.00095  2.06192  1.07515
H  -0.78958  0.06612  2.31952
O  -3.01263  -1.02821  1.05018
O  0.02908  3.02042  1.11048
O  1.14163  3.00570  -1.57214
H  0.59318  3.11072  -0.78375
N  0.32669  -2.29145  1.57147
H  1.49787  -0.29680  -1.77098
H  0.62945  -2.85226  0.79318
H  2.52090  0.48184  -2.49938
H  -3.37013  -0.31380  0.50585
H  2.02688  2.89483  -1.21958
H  -0.67249  -2.28874  1.68049
O  2.38069  0.07370  -1.64089
N  0.08506  0.04618  1.83288
C  0.76693  -0.96379  1.49696
H  2.28857  0.06402  0.60038
H  2.47526  -1.63677  0.66063
O  -1.60006  1.16620  -2.59164
H  -1.49557  -3.54565  -0.31871
N  2.05328  -0.80923  1.03793

Computed properties:
- Highest occupied orbital energy: -8.76 eV
- Energy: -664.0124 hartree
- Energy relative to the best compared isomer or geometry (same formula, charge and spin): 45.31 kJ/mol
- SMILES: N=C(N)N.O.O.O.O.O.O

[6]
Formula: C28H29BCdNO3
Source: the OMol25 dataset
Level of theory: the ωB97M-V functional and the def2-TZVPD basis

Element x y z (Å)
H  -0.50129  3.23426  -3.75917
C  -0.38925  -2.91692  1.50032
H  -1.45987  -3.64753  -2.45960
H  0.21829  -3.61806  2.07735
C  1.41015  0.99974  1.66867
H  3.03526  -1.78131  0.41845
C  -1.93334  -1.29804  0.90190
H  -3.85648  -1.73960  -2.67742
C  -3.46935  -1.93093  -1.67265
H  0.47845  -1.24262  6.59012
C  1.01653  0.46686  -4.57443
C  -1.95485  -1.66985  -1.69215
H  -2.85077  -0.70580  0.94003
C  -1.63814  -0.17507  -2.01856
H  -2.05408  1.85582  -4.64595
C  -0.17318  1.77573  5.14211
H  -0.31291  2.63312  8.42318
H  1.71214  1.98303  2.13924
C  1.94553  -0.02561  -0.44025
H  4.39553  0.14612  -4.76575
C  0.15280  0.41885  5.27629
H  -0.42710  2.29636  -2.25101
H  1.09553  2.03459  -0.36938
C  0.94871  1.63498  -3.80162
C  -1.30676  -2.59073  -2.73762
H  2.52855  -0.61848  2.78078
H  -3.98568  -1.27017  -0.96561
H  2.04374  3.24693  -2.89200
C  -0.21054  1.99697  7.52475
H  4.28616  2.27032  -3.44687
O  0.03608  2.18464  3.84695
H  -0.75959  3.59931  6.12903
N  -1.54324  1.46820  -3.86803
O  0.55540  -0.07971  4.06607
C  1.23656  1.07349  0.14627
Cd  -0.74351  0.55608  1.00701
H  2.15274  -0.17701  -1.51040
H  -1.80167  -2.40385  -3.70304
C  3.42973  0.56623  -4.50347
H  2.29447  -1.00788  -5.50437
C  0.13036  0.64511  7.65513
C  -2.14132  0.34148  -3.36308
C  2.25964  -0.08182  -4.91919
C  2.12732  2.30445  -3.44270
C  3.37170  1.76022  -3.76857
H  0.18576  -3.45891  -0.58788
B  0.34183  0.97673  3.11566
C  0.26348  -0.18246  6.52048
H  -0.22633  -2.38564  -2.84480
H  -0.54634  -0.02428  -1.94013
C  2.46066  -0.85252  0.59047
C  -1.32358  -1.99705  2.01668
H  0.29524  0.22129  8.65444
H  0.09300  -0.01591  -4.91035
H  -1.59133  -1.85596  3.06531
H  -3.66844  -2.97899  -1.40000
C  -0.38550  2.21596  -3.35482
C  -1.39622  -1.92238  -0.31802
C  -0.42035  -2.84742  0.08089
O  -3.07214  -0.17401  -3.98257
C  -0.42965  2.56723  6.24656
H  -2.11902  0.46662  -1.24774
C  2.19049  -0.26415  1.81506

Computed properties:
- Highest occupied orbital energy (spin up / spin down): -2.13 / -2.00 eV
- Energy: -1557.3923 hartree
- Charge: -1